The following is a DFT calculation (wB97M-V/def2-TZVPD) of C47H50N5O5P2RhS2Si as an isolated structure in a non-equilibrium geometry.

charge = 0
E_tot = -4350.153293 Eh
spin multiplicity = 1
HOMO-LUMO gap (spin up / spin down) = 5.60 / 5.60 eV
HOMO level (spin up / spin down) = -7.24 / -7.24 eV

```
113
Properties=species:S:1:pos:R:3:mulliken_charge:R:1
Rh 1.07 0.08 -0.88 -1.72
C -5.88 3.76 1.45 -0.77
S -5.32 2.89 2.92 -0.07
C -3.75 2.25 2.32 -0.09
C -3.86 1.26 1.17 -1.17
C -2.59 0.45 0.93 -0.59
N -1.55 1.19 0.16 0.71
P 0.07 1.40 0.81 1.34
C 0.28 3.20 0.81 1.19
C -0.83 4.04 0.80 0.06
C -0.68 5.41 0.95 -0.85
C 0.58 5.95 1.12 -0.99
C 1.69 5.12 1.15 -0.65
C 1.54 3.75 1.00 -1.21
C 0.05 1.09 2.60 0.60
C -0.37 2.08 3.49 -0.89
C -0.41 1.84 4.85 -0.84
C 0.01 0.61 5.36 -0.80
C 0.48 -0.36 4.49 -1.00
C 0.50 -0.12 3.13 -0.01
P -1.14 0.60 -1.44 0.05
C -2.51 -0.39 -2.04 0.69
C -3.76 0.18 -2.29 -0.58
C -4.79 -0.61 -2.74 -0.88
C -4.59 -1.97 -2.96 -0.62
C -3.35 -2.54 -2.73 -0.93
C -2.31 -1.75 -2.26 0.00
C -1.15 2.03 -2.54 1.37
C -0.49 1.87 -3.76 -1.04
C -0.48 2.90 -4.69 -0.70
C -1.12 4.10 -4.40 -0.77
C -1.78 4.26 -3.19 -0.85
C -1.81 3.22 -2.27 -0.15
H -6.76 4.34 1.73 0.39
H -6.16 3.08 0.65 0.23
H -5.12 4.45 1.09 0.19
H -3.29 1.77 3.19 0.22
H -3.11 3.10 2.06 -0.21
H -4.11 1.78 0.24 0.10
H -4.68 0.58 1.38 0.61
H -2.84 -0.47 0.41 0.31
H -2.18 0.15 1.90 0.92
H -1.82 3.61 0.67 -0.29
H -1.55 6.05 0.93 0.51
H 0.70 7.02 1.23 0.40
H 2.68 5.53 1.29 0.53
H 2.42 3.12 1.05 0.74
H -0.69 3.05 3.12 0.44
H -0.75 2.61 5.52 0.49
H -0.01 0.43 6.42 0.43
H 0.84 -1.31 4.87 0.55
H 0.93 -0.87 2.48 0.60
H -3.91 1.25 -2.15 0.39
H -5.76 -0.17 -2.94 0.44
H -5.41 -2.58 -3.33 0.42
H -3.19 -3.59 -2.92 0.51
H -1.34 -2.19 -2.08 0.39
H 0.03 0.94 -3.98 0.35
H 0.03 2.77 -5.63 0.45
H -1.10 4.91 -5.11 0.39
H -2.29 5.19 -2.96 0.48
H -2.33 3.34 -1.33 0.25
O 3.65 -0.36 -3.17 -0.45
C 2.54 -0.72 -3.46 -0.30
O 1.45 -0.69 -2.73 0.07
H 2.31 -1.15 -4.45 0.37
O 0.04 -10.28 -0.63 -0.67
S 0.97 -9.17 -0.59 1.18
O 1.11 -8.41 -1.81 -0.66
O 2.19 -9.39 0.16 -0.67
C 0.13 -7.98 0.51 -0.04
N -0.54 -8.41 1.59 -0.48
C -1.10 -7.51 2.37 -0.36
C -1.03 -6.14 2.13 -0.65
C -0.31 -5.80 1.00 0.47
N 0.26 -6.69 0.21 -0.24
C -0.10 -4.38 0.55 0.71
C -0.58 -3.28 1.24 -1.36
C -0.31 -2.02 0.76 -1.06
N 0.40 -1.79 -0.35 3.84
C 0.83 -2.86 -1.04 -2.31
C 0.60 -4.15 -0.62 -1.39
H -1.64 -7.89 3.23 0.41
H -1.52 -5.43 2.79 0.44
H -1.17 -3.37 2.14 0.42
H -0.71 -1.15 1.26 0.27
H 1.35 -2.65 -1.96 0.96
H 0.97 -5.00 -1.19 0.89
C 4.35 -2.49 -1.00 -0.91
Si 4.08 -1.14 0.26 -0.10
C 3.26 -1.92 1.74 -0.60
C 5.77 -0.54 0.79 -1.44
N 3.07 0.15 -0.36 1.66
C 3.32 1.40 -0.76 0.84
C 2.41 1.97 -1.68 0.87
C 2.44 3.34 -2.01 -0.46
C 3.45 4.12 -1.52 -1.10
C 4.41 3.56 -0.66 -0.66
C 4.35 2.25 -0.26 -0.84
H 4.73 -3.39 -0.50 0.52
H 5.09 -2.18 -1.75 0.32
H 3.45 -2.77 -1.55 0.15
H 3.87 -2.74 2.13 0.56
H 2.29 -2.35 1.48 0.00
H 3.11 -1.20 2.55 0.17
H 6.34 -1.44 1.05 0.36
H 5.76 0.11 1.66 0.34
H 6.31 -0.04 -0.02 0.37
H 1.76 1.35 -2.30 -0.01
H 1.72 3.73 -2.71 0.34
H 3.53 5.16 -1.82 0.46
H 5.21 4.18 -0.27 0.40
H 5.06 1.87 0.46 0.29
```